1.
The following is a quantum chemistry calculation of a structure of composition C4H4CdO5 in a non-equilibrium geometry, from the Open Molecules 2025 dataset.

XYZ file:
```
14
Properties=species:S:1:pos:R:3:mulliken_charge:R:1
O 1.171 0.016 0.533 -0.5475
C 2.123 0.677 -0.267 0.9855
O 3.105 0.092 -0.665 -0.5346
O 1.719 1.867 -0.474 -0.6973
C 0.629 -1.250 0.118 -0.2678
H 0.867 -1.402 -0.943 0.3226
H 1.074 -2.057 0.716 0.2505
C -0.884 -1.158 0.322 -0.2787
H -1.094 -1.202 1.408 0.2790
H -1.331 -2.063 -0.127 0.2970
O -3.373 2.621 -0.511 -0.1079
O -1.412 -0.005 -0.261 -0.8357
C -2.417 2.271 -0.002 0.2888
Cd -0.177 1.593 0.154 0.8461
```

Output
Kohn-Sham gap   8.59 eV
LUMO level   -0.8 eV
Strongest force on any atom   2.83 eV/A
Relative energy (zero: lowest compared OMol25 entry of this formula, charge and spin)   5.31 kcal/mol
DFT total energy   -698.70379 Eh

=====

2.
The following is a quantum chemistry calculation of a cluster of 4 separate species, C4H4Cl12 in total, from the Open Molecules 2025 dataset.

XYZ file:
```
20
Properties=species:S:1:pos:R:3:mulliken_charge:R:1
Cl 3.561 -1.613 -0.949 -0.1149
C 3.505 -0.727 -2.471 0.4558
Cl 3.754 -1.814 -3.855 -0.1338
Cl 4.738 0.540 -2.465 -0.1210
H 2.513 -0.324 -2.623 -0.1010
Cl 1.530 1.545 -0.039 -0.0345
C 1.230 2.663 1.292 -0.0654
Cl 2.062 2.160 2.764 -0.1250
Cl -0.518 2.807 1.578 -0.0951
H 1.615 3.631 1.004 0.3361
Cl -0.938 -2.776 -1.124 -0.1183
C -0.820 -1.015 -1.186 0.3603
Cl -2.370 -0.233 -0.895 -0.1057
Cl -0.141 -0.547 -2.764 -0.1433
H -0.130 -0.669 -0.428 0.0111
Cl -2.915 0.627 2.818 -0.0880
C -3.955 -0.709 2.325 0.1306
Cl -5.383 -0.782 3.347 -0.1332
Cl -3.074 -2.244 2.366 -0.1112
H -4.261 -0.519 1.305 0.1964
```

Output
Kohn-Sham gap   11.49 eV
LUMO level   0.4 eV
Strongest force on any atom   0.57 eV/A
SMILES string   ClC(Cl)Cl.ClC(Cl)Cl.ClC(Cl)Cl.ClC(Cl)Cl
Relative energy (zero: lowest compared OMol25 entry of this formula, charge and spin)   1.71 kcal/mol
DFT total energy   -5677.09849 Eh

=====

3.
The following is a quantum chemistry calculation of a structure of composition C4H4Cl12 in a non-equilibrium geometry, from the Open Molecules 2025 dataset.

XYZ file:
```
20
Properties=species:S:1:pos:R:3:mulliken_charge:R:1
C -0.157 -0.515 0.202 0.3516
Cl -0.427 -0.095 -1.468 -0.0994
Cl 0.453 -2.215 0.255 -0.1673
Cl -1.559 -0.353 1.144 -0.0656
H 0.713 0.040 0.553 -0.0113
C 2.498 -1.150 -3.555 0.2973
Cl 4.249 -0.836 -3.899 -0.1197
Cl 2.052 -2.950 -3.710 -0.1297
Cl 1.488 -0.274 -4.727 -0.1173
H 2.176 -0.797 -2.575 0.0558
C -4.247 -1.980 2.583 0.2991
Cl -5.281 -2.939 1.643 -0.1085
Cl -4.331 -2.261 4.350 -0.1313
Cl -4.578 -0.328 2.067 -0.1526
H -3.212 -2.120 2.272 0.0981
C 2.038 3.755 1.064 0.0529
Cl 2.724 2.157 0.782 -0.1125
Cl 0.289 3.768 1.134 -0.0957
Cl 2.693 4.974 -0.130 -0.1356
H 2.420 4.121 2.017 0.2917
```

Output
Kohn-Sham gap   11.33 eV
LUMO level   0.2 eV
Strongest force on any atom   2.16 eV/A
Relative energy (zero: lowest compared OMol25 entry of this formula, charge and spin)   15.32 kcal/mol
DFT total energy   -5677.07680 Eh

=====

4.
The following is a quantum chemistry calculation of the molecule C4H4Cl3F in a non-equilibrium geometry, from the Open Molecules 2025 dataset.

XYZ file:
```
12
Properties=species:S:1:pos:R:3:mulliken_charge:R:1
F -0.011 1.706 1.441 -0.2733
C -0.022 1.038 0.275 0.7009
Cl 0.007 2.130 -1.064 -0.1346
C 1.034 -0.125 0.193 -0.2861
Cl 2.558 0.141 -0.651 -0.1605
C -0.014 -1.027 -0.438 -0.6583
C -1.054 -0.138 0.190 -0.2444
Cl -2.574 0.150 -0.655 -0.1657
H 1.278 -0.344 1.212 0.3120
H 0.064 -2.088 -0.161 0.2962
H -0.002 -0.967 -1.507 0.2920
H -1.264 -0.477 1.165 0.3217
```

Output
Kohn-Sham gap   11.47 eV
LUMO level   0.7 eV
Strongest force on any atom   1.82 eV/A
SMILES string   F[C@@]1(Cl)[C@H](Cl)C[C@@H]1Cl
Relative energy (zero: lowest compared OMol25 entry of this formula, charge and spin)   0.00 kcal/mol
DFT total energy   -1635.24549 Eh

=====

5.
The following is a quantum chemistry calculation of a cluster of 2 separate species, C4H4ClF in total in a non-equilibrium geometry, from the Open Molecules 2025 dataset.

XYZ file:
```
10
Properties=species:S:1:pos:R:3:mulliken_charge:R:1
C -0.911 -0.462 -0.652 -0.6049
C -0.382 0.765 -0.726 -0.4043
C 0.062 -0.930 0.408 0.3805
C 0.621 0.503 0.317 -0.2401
F 0.953 -1.879 -0.023 -0.2714
Cl 2.295 0.802 0.173 -0.1122
H -1.709 -0.972 -1.153 0.4182
H -0.636 1.672 -1.239 0.4270
H -0.333 -1.278 1.365 0.2387
H 0.040 1.779 1.530 0.1686
```

Output
Kohn-Sham gap (spin up / spin down)   9.02 / 9.02 eV
LUMO level (spin up / spin down)   -0.1 / -0.1 eV
Strongest force on any atom   4.12 eV/A
Relative energy (zero: lowest compared OMol25 entry of this formula, charge and spin)   76.86 kcal/mol
DFT total energy   -714.70539 Eh

=====

6.
The following is a quantum chemistry calculation of a cluster of 2 separate species, C4H4ClFN2 in total in a non-equilibrium geometry, from the Open Molecules 2025 dataset.

XYZ file:
```
12
Properties=species:S:1:pos:R:3:mulliken_charge:R:1
C 2.434 -0.032 0.027 0.2189
C 1.078 -0.170 0.312 -0.0096
C -0.125 -0.088 0.416 0.3366
C -1.551 0.354 0.507 0.0376
H 2.674 -2.134 0.282 0.2670
H 3.959 -0.976 -1.071 0.3608
H 2.308 1.835 -0.505 0.2422
H -1.954 0.187 1.487 0.2433
N 3.189 -1.180 0.096 -0.6432
N 3.041 1.101 -0.365 -0.6780
F -1.590 1.575 -0.057 -0.1944
Cl -2.783 -0.760 -0.316 -0.1811
```

Output
Kohn-Sham gap   9.18 eV
LUMO level   -0.3 eV
Strongest force on any atom   5.81 eV/A
Relative energy (zero: lowest compared OMol25 entry of this formula, charge and spin)   88.85 kcal/mol
DFT total energy   -824.22342 Eh

=====

7.
The following is a quantum chemistry calculation of a structure of composition C4H4ClN2O2 in a non-equilibrium geometry, from the Open Molecules 2025 dataset.

XYZ file:
```
13
Properties=species:S:1:pos:R:3:mulliken_charge:R:1
C -0.096 -2.016 -0.409 0.2224
C -1.412 -2.702 0.939 -0.3953
C -0.929 -0.406 1.057 0.5048
C 0.693 0.310 -0.611 -0.8896
N -1.493 -1.471 1.673 -0.0695
N -0.120 -0.688 -0.017 0.1786
O 0.406 -2.491 -1.376 -0.5527
O -0.979 0.704 1.568 -0.7138
Cl 0.017 -3.604 1.870 -0.3794
H 1.739 -0.183 -0.779 0.2796
H 0.345 0.708 -1.532 0.2591
H 0.793 1.068 0.259 0.3245
H -1.675 -1.477 2.644 0.2312
```

Output
Kohn-Sham gap   6.82 eV
LUMO level   3.8 eV
Strongest force on any atom   5.26 eV/A
Net charge   -1
Relative energy (zero: lowest compared OMol25 entry of this formula, charge and spin)   41.46 kcal/mol
DFT total energy   -875.00108 Eh

=====

8.
The following is a quantum chemistry calculation of the molecule C4H4ClN3 in a non-equilibrium geometry, from the Open Molecules 2025 dataset.

XYZ file:
```
12
Properties=species:S:1:pos:R:3:mulliken_charge:R:1
Cl -3.042 2.398 -0.038 -0.1702
C -1.498 1.643 0.284 -0.1157
C -1.234 0.409 -0.134 -0.2801
N 0.066 -0.164 0.032 0.5091
C 0.588 -1.357 -0.385 -0.0307
C 1.901 -1.295 -0.005 -0.5327
N 2.141 -0.112 0.607 -0.5269
N 1.041 0.564 0.590 -0.3058
H -0.777 2.253 0.798 0.3979
H -1.869 -0.237 -0.703 0.2789
H 0.025 -2.086 -0.957 0.3331
H 2.657 -2.015 -0.089 0.4431
```

Output
Kohn-Sham gap   9.95 eV
LUMO level   0.5 eV
Strongest force on any atom   1.14 eV/A
SMILES string   Cl/C=C/n1ccnn1
Relative energy (zero: lowest compared OMol25 entry of this formula, charge and spin)   54.75 kcal/mol
DFT total energy   -779.22312 Eh

=====

9.
The following is a quantum chemistry calculation of the molecule C4H4ClN3O4 in a non-equilibrium geometry, from the Open Molecules 2025 dataset.

XYZ file:
```
16
Properties=species:S:1:pos:R:3:mulliken_charge:R:1
O -0.856 1.471 2.589 -0.5443
C -0.407 1.167 1.543 0.4155
N 0.764 1.589 1.045 -0.4085
C 1.457 0.863 0.325 0.8583
Cl 2.879 1.409 -0.452 -0.1490
C 1.208 -0.596 0.099 -1.0827
C -0.542 -0.611 -0.214 0.3846
O -1.133 -1.858 -0.208 -0.4972
N -0.578 0.020 -1.612 1.0149
O -1.399 -0.545 -2.322 -0.6820
O 0.189 0.927 -1.962 -0.5210
N -1.168 0.350 0.722 -0.2507
H 1.799 -0.917 -0.666 0.4915
H 1.091 -1.220 1.096 0.2846
H -1.270 -2.057 -1.161 0.3956
H -2.034 0.007 1.179 0.2904
```

Output
Kohn-Sham gap   9.57 eV
LUMO level   -0.9 eV
Strongest force on any atom   6.88 eV/A
SMILES string   O=C1N=C(Cl)C[C@](O)([N+](=O)[O-])N1
Relative energy (zero: lowest compared OMol25 entry of this formula, charge and spin)   22.78 kcal/mol
DFT total energy   -1080.12551 Eh

=====

10.
The following is a quantum chemistry calculation of the molecule C4H4ClNO2, from the Open Molecules 2025 dataset.

XYZ file:
```
12
Properties=species:S:1:pos:R:3:mulliken_charge:R:1
N -2.837 -1.240 -0.783 -0.3463
C -1.795 -1.201 -0.291 0.1809
C -0.456 -1.175 0.337 0.4100
O -0.269 -1.686 1.409 -0.4678
C 0.619 -0.412 -0.450 0.1388
Cl 2.167 -1.262 -0.362 -0.1608
C 0.744 0.980 0.146 -0.5882
O -0.550 1.544 0.088 -0.4747
H 0.320 -0.327 -1.491 0.3541
H 1.491 1.538 -0.426 0.3092
H 1.120 0.891 1.188 0.3311
H -0.555 2.351 0.635 0.3138
```

Output
Kohn-Sham gap   10.53 eV
LUMO level   -0.7 eV
Strongest force on any atom   0.80 eV/A
SMILES string   N#CC(=O)[C@H](Cl)CO
Relative energy (zero: lowest compared OMol25 entry of this formula, charge and spin)   22.45 kcal/mol
DFT total energy   -820.21247 Eh

=====

11.
The following is a quantum chemistry calculation of the molecule C4H4ClNS in a non-equilibrium geometry, from the Open Molecules 2025 dataset.

XYZ file:
```
11
Properties=species:S:1:pos:R:3:mulliken_charge:R:1
S 0.158 -0.759 -2.504 -0.1909
C -0.346 0.460 -1.281 -0.0386
N 0.699 0.833 -0.429 -0.5089
C 0.475 0.463 0.772 -0.2448
C -0.787 -0.206 1.028 -0.2970
C -1.484 -0.267 -0.109 0.1319
Cl -2.992 -0.864 -0.503 -0.1571
H 0.907 -1.460 -1.662 0.1383
H -0.827 1.286 -1.797 0.3329
H 1.196 0.678 1.543 0.4159
H -1.067 -0.554 2.005 0.4182
```

Output
Kohn-Sham gap   9.30 eV
LUMO level   0.2 eV
Strongest force on any atom   3.81 eV/A
SMILES string   S[C@@H]1N=CC=C1Cl
Relative energy (zero: lowest compared OMol25 entry of this formula, charge and spin)   30.83 kcal/mol
DFT total energy   -1067.89734 Eh

=====

12.
The following is a quantum chemistry calculation of a structure of composition C4H4CoO2 in a non-equilibrium geometry, from the Open Molecules 2025 dataset.

XYZ file:
```
11
Properties=species:S:1:pos:R:3:mulliken_charge:R:1
H -1.307 2.369 -0.304 0.5335
O -2.108 1.521 -0.631 -0.1836
C -1.798 0.388 -0.771 0.3991
C -0.643 -0.505 -0.832 -0.3123
C -0.009 -0.755 0.509 0.0063
C 1.178 -0.346 0.855 0.5522
O 2.225 0.035 1.220 -0.2765
Co 3.970 0.118 1.546 1.9742
H 0.034 -0.052 -1.577 0.4412
H -1.010 -1.438 -1.292 0.3708
H -0.533 -1.335 1.277 0.4950
```

Output
Expectation value of S²   8.764
Kohn-Sham gap (spin up / spin down)   6.16 / 8.29 eV
LUMO level (spin up / spin down)   -20.7 / -23.9 eV
Strongest force on any atom   5.45 eV/A
Net charge   +4
Relative energy (zero: lowest compared OMol25 entry of this formula, charge and spin)   26.23 kcal/mol
DFT total energy   -1685.63364 Eh
Spin multiplicity   6

=====

13.
The following is a quantum chemistry calculation of a structure of composition C4H4CoO5 in a non-equilibrium geometry, from the Open Molecules 2025 dataset.

XYZ file:
```
14
Properties=species:S:1:pos:R:3:mulliken_charge:R:1
O -1.504 0.658 -0.134 -0.6085
C -2.905 1.534 0.744 0.9650
O -3.508 2.478 0.335 -0.3006
O -3.004 0.701 1.664 -0.5785
H 2.275 -1.545 -1.461 0.2880
O 0.295 -1.317 -0.940 -0.3172
C 1.594 -0.737 -1.169 -0.2262
C 1.937 -0.114 0.188 -0.2227
O 0.804 -0.475 1.000 -0.3153
C -0.240 -0.793 0.191 1.0618
H 1.527 0.003 -1.977 0.2559
H 2.030 0.978 0.145 0.2547
H 2.829 -0.548 0.654 0.2840
Co -2.131 -0.825 0.762 0.4595
```

Output
Expectation value of S²   6.022
Kohn-Sham gap (spin up / spin down)   9.85 / 7.81 eV
LUMO level (spin up / spin down)   -5.3 / -7.7 eV
Strongest force on any atom   5.88 eV/A
Net charge   +1
Relative energy (zero: lowest compared OMol25 entry of this formula, charge and spin)   80.14 kcal/mol
DFT total energy   -1913.32601 Eh
Spin multiplicity   5

=====

14.
The following is a quantum chemistry calculation of the molecule C4H4F2 in a non-equilibrium geometry, from the Open Molecules 2025 dataset.

XYZ file:
```
10
Properties=species:S:1:pos:R:3:mulliken_charge:R:1
C -1.511 1.150 0.087 -0.8373
C -0.769 0.056 -0.014 0.5549
F -1.353 -1.130 -0.102 -0.2405
C 0.750 0.045 0.007 0.5421
C 1.556 1.119 -0.096 -0.8148
F 1.323 -1.146 0.106 -0.2455
H -2.570 1.041 0.094 0.2925
H -1.148 2.152 0.240 0.2360
H 2.631 0.948 -0.057 0.2742
H 1.209 2.133 -0.212 0.2383
```

Output
Kohn-Sham gap   9.91 eV
LUMO level   0.6 eV
Strongest force on any atom   1.90 eV/A
SMILES string   C=C(F)C(=C)F
Relative energy (zero: lowest compared OMol25 entry of this formula, charge and spin)   6.43 kcal/mol
DFT total energy   -354.49033 Eh

=====

15.
The following is a quantum chemistry calculation of the molecule C4H4F2N2 in a non-equilibrium geometry, from the Open Molecules 2025 dataset.

XYZ file:
```
12
Properties=species:S:1:pos:R:3:mulliken_charge:R:1
F 1.911 1.961 0.363 -0.2441
C 0.858 1.118 0.403 -0.2885
C -0.140 1.098 -0.438 -0.0815
C -1.259 0.146 -0.237 -0.2994
C -1.014 -1.118 0.173 -0.1390
N 0.154 -1.602 0.603 0.0357
N 1.262 -1.715 0.294 -0.0945
F 1.629 -1.344 -1.111 -0.2756
H 0.849 0.756 1.448 0.3526
H -0.145 1.842 -1.257 0.3380
H -2.221 0.450 -0.733 0.3088
H -1.882 -1.592 0.493 0.3876
```

Output
Kohn-Sham gap   8.80 eV
LUMO level   -0.5 eV
Strongest force on any atom   3.76 eV/A
SMILES string   F/C=C/C=C\N=N/F
Relative energy (zero: lowest compared OMol25 entry of this formula, charge and spin)   106.76 kcal/mol
DFT total energy   -463.88986 Eh

=====

16.
The following is a quantum chemistry calculation of the molecule C4H4F2O2 in a non-equilibrium geometry, from the Open Molecules 2025 dataset.

XYZ file:
```
12
Properties=species:S:1:pos:R:3:mulliken_charge:R:1
O 3.239 -0.062 0.281 -0.4970
C 1.982 0.100 0.680 -0.0215
C 0.640 -0.022 -0.090 -0.5051
C -0.649 -0.325 0.406 0.6646
O -0.918 -0.583 1.587 -0.5396
C -1.697 -0.095 -0.537 0.3363
F -1.609 -1.058 -1.678 -0.2648
F -1.658 1.254 -1.035 -0.2534
H 1.699 0.518 1.731 0.2635
H 1.178 -0.787 -0.769 0.2733
H 0.665 1.063 -0.535 0.2963
H -2.872 -0.002 -0.042 0.2474
```

Output
Kohn-Sham gap   9.73 eV
LUMO level   -0.9 eV
Strongest force on any atom   8.20 eV/A
SMILES string   O=CCC(=O)C(F)F
Relative energy (zero: lowest compared OMol25 entry of this formula, charge and spin)   82.40 kcal/mol
DFT total energy   -504.89659 Eh